(1)
9
Properties=species:S:1:pos:R:3 method="wB97M-V/def2-TZVPD" spin_multiplicity=2 relative_energy_kcal_mol=15.5 total_charge=+2 s_squared=0.77
In 0.16 -3.79 0.81
C -0.09 0.04 0.31
O -0.10 -0.90 1.05
N 0.65 1.12 0.37
N -0.78 0.21 -0.74
H 0.79 1.55 -0.53
H 1.38 1.18 1.08
H -1.53 -0.40 -1.04
H -0.48 0.99 -1.31

---

(2)
6
Properties=species:S:1:pos:R:3 method="wB97M-V/def2-TZVPD" relative_energy_kcal_mol=2.6 total_charge=+1 smiles="C=[NH2+]"
C 0.63 0.24 -0.09
N -0.55 -0.21 0.06
H 1.30 0.24 0.75
H 0.85 0.64 -1.07
H -1.14 -0.20 -0.76
H -0.87 -0.81 0.82

---

(3)
6
Properties=species:S:1:pos:R:3 method="wB97M-V/def2-TZVPD" spin_multiplicity=2 relative_energy_kcal_mol=5.2 total_charge=+2 s_squared=0.75
C -0.63 -0.26 0.21
N 0.63 0.27 -0.10
H -0.84 -1.32 -0.02
H -1.46 0.43 0.36
H 0.95 1.27 0.03
H 1.35 -0.39 -0.49